1.
DFT (wB97M-V/def2-TZVPD) results for a 6-piece molecular cluster, H14NO5 overall at a distorted geometry.

Results
Charge: +1
E: -439.14853 hartree
Energy above the lowest of the compared OMol25 structures with the same formula, charge and spin: 56.2 kJ/mol
Kohn-Sham gap: 12.1 eV

Positions of all 20 atoms, in Å:
N 0.493856 0.584277 -0.193365
H 0.687499 1.086545 -1.052049
H 0.766685 -0.406058 -0.247592
H 0.918654 0.957601 0.663867
H -0.521374 0.572514 -0.015186
H -2.222384 -2.029862 2.446061
H -0.803615 -2.420050 2.368725
O -1.456569 -1.912487 1.908756
H -0.373256 3.037634 -3.575930
H -1.389327 2.509725 -2.566116
O -0.500846 2.358570 -2.887188
H 0.820832 -2.924396 -0.681319
H 2.142466 -2.217624 -0.992946
O 1.188317 -2.062611 -0.858441
H -2.242965 -1.102037 0.308185
H -2.842558 -0.439758 -0.920031
O -2.122131 -0.337723 -0.273254
H 2.761278 1.068463 2.721179
H 2.555664 2.235133 1.765826
O 2.139772 1.442145 2.080818

Cartesian forces, eV/Å:
N -0.634 -0.238 1.176
H 0.121 0.246 -0.146
H 0.079 -0.214 -0.485
H 0.522 0.330 -0.242
H -0.178 -0.138 -0.486
H -1.080 -0.007 0.641
H 0.803 -0.482 0.254
O 0.228 0.414 -0.756
H -0.003 -0.473 0.432
H -0.328 0.076 0.037
O 0.393 0.299 -0.281
H -0.301 -0.436 0.074
H -0.589 0.047 0.017
O 0.973 0.373 -0.060
H 0.403 0.094 0.191
H 0.462 0.322 0.189
O -0.829 -0.298 -0.467
H -0.225 0.034 -0.130
H 0.385 0.710 -0.122
O -0.201 -0.659 0.162

Mulliken atomic charge list, values in e, 5 entries: -0.29, 0.35, 0.29, 0.37, 0.39

---

2.
DFT (wB97M-V/def2-TZVPD) results for a 6-piece molecular cluster, H14NO5 overall at a distorted geometry.

Results
Charge: +1
E: -439.12585 hartree
Energy above the lowest of the compared OMol25 structures with the same formula, charge and spin: 115.7 kJ/mol
Kohn-Sham gap: 11.5 eV

Positions of all 20 atoms, in Å:
N -0.391328 -0.961655 -0.517470
H -0.232577 -0.256812 0.216101
H -1.321241 -1.368783 -0.482241
H 0.301900 -1.712119 -0.362452
H -0.385360 -0.406148 -1.394133
H 3.177876 3.179886 -2.469787
H 1.624778 3.342090 -2.280595
O 2.355006 2.730719 -2.307056
H -0.635858 1.658411 1.697324
H 0.195045 0.783965 2.691399
O -0.180903 0.835541 1.816423
H -3.745073 0.108884 2.677545
H -2.657946 -0.255158 3.619253
O -3.038025 -0.536565 2.778143
H 0.635428 0.567992 -3.291306
H 0.990416 1.651325 -2.120399
O 0.449282 0.901510 -2.410144
H 0.703925 -4.164120 0.564974
H 1.180086 -2.834152 1.204723
O 0.974568 -3.264812 0.369698

Cartesian forces, eV/Å:
N -0.470 0.585 -0.131
H -0.465 -0.114 0.471
H -0.098 -0.068 0.660
H -0.113 -0.120 -0.739
H 1.097 -0.248 -0.113
H 0.240 0.501 -0.059
H 0.206 1.031 -0.191
O -0.307 -0.828 0.270
H -0.268 0.700 0.317
H 0.045 0.272 0.349
O 0.306 -0.966 -0.855
H -0.233 -0.126 -0.243
H 0.137 -0.294 -0.016
O 0.053 0.397 0.216
H 0.544 0.684 -0.004
H 0.506 -0.762 -0.837
O -1.305 -0.708 0.736
H -0.034 -0.150 0.107
H 0.151 -0.398 0.259
O 0.009 0.612 -0.198

Mulliken atomic charge list, values in e, 5 entries: -0.28, 0.23, 0.38, 0.38, 0.42

---

3.
DFT (wB97M-V/def2-TZVPD) results for a 6-piece molecular cluster, H14NO5 overall at a distorted geometry.

Results
Charge: +2
E: -438.59694 hartree
⟨S²⟩: 0.758
Multiplicity: 2
Energy above the lowest of the compared OMol25 structures with the same formula, charge and spin: 10.1 kJ/mol
Kohn-Sham gap (spin up / spin down): 11.1 / 3.1 eV

Positions of all 20 atoms, in Å:
N -0.610262 -0.240150 -0.104635
H 0.170193 -0.923820 -0.034258
H -1.477545 -0.660668 0.284836
H -0.678999 0.028426 -1.104995
H -0.282326 0.599498 0.370615
H 2.803942 0.918015 2.222072
H 1.623986 1.321698 3.138073
O 1.825378 0.910166 2.274707
H 1.199700 -2.424115 -1.541094
H 0.375217 -3.318671 -0.617435
O 0.984929 -2.561386 -0.606091
H -3.587158 -0.975226 1.733763
H -2.901298 -2.226909 1.270472
O -2.761322 -1.265895 1.321575
H 1.026507 3.598181 -0.085336
H 1.586764 2.263460 0.496262
O 0.869173 2.622947 -0.073140
H -1.123295 0.671454 -3.279910
H 0.309796 1.154167 -3.301659
O -0.281798 0.564590 -2.814484

Cartesian forces, eV/Å:
N 1.073 0.182 -0.465
H -0.370 -0.425 -0.252
H -0.179 0.371 0.335
H -0.064 -0.236 0.146
H -0.722 -0.197 0.339
H -0.086 -0.208 0.116
H -0.103 -0.105 0.063
O 0.137 0.649 -0.425
H 0.142 -0.190 0.156
H 0.359 0.118 0.104
O -0.469 0.149 -0.284
H 0.153 0.341 -0.081
H 0.213 0.244 -0.018
O -0.309 -0.681 0.010
H -0.241 0.108 -0.133
H 0.315 -0.274 -0.042
O 0.244 0.117 0.516
H -0.055 -0.133 -0.062
H 0.138 -0.155 0.036
O -0.177 0.323 -0.059

Mulliken atomic charge list, values in e, 5 entries: -0.30, 0.42, 0.37, 0.33, 0.27

---

4.
DFT (wB97M-V/def2-TZVPD) results for a 7-piece molecular cluster, H14O6S2 overall at a distorted geometry.

Results
E: -1256.13892 hartree
Energy above the lowest of the compared OMol25 structures with the same formula, charge and spin: 225.9 kJ/mol
Kohn-Sham gap: 9.4 eV
Structure (SMILES): SS.O.O.O.O.O.O

Positions of all 22 atoms, in Å:
S 0.069093 4.886933 2.457785
S -0.910373 3.227849 1.553818
H 1.307756 4.526623 1.926674
H -0.595975 2.305679 2.506675
H 3.163679 -1.005169 2.964604
H 4.129239 0.212722 3.279285
O 3.209752 -0.077743 3.095685
H 1.483859 -0.030213 -1.218763
H 2.521833 -0.446340 -2.428971
O 1.596722 -0.278071 -2.198933
H -0.726679 -3.401674 -3.710024
H -1.315138 -1.978245 -4.098466
O -1.215507 -2.536148 -3.314076
H 0.105792 1.035031 -2.021290
H -1.142916 0.369229 -1.920575
O -0.755506 1.205492 -1.763834
H -4.119267 -0.626122 0.906261
H -3.011161 -1.739882 0.630406
O -3.917808 -1.613629 1.092660
H -0.185544 -2.018027 0.990311
H -0.121060 -0.596793 0.767902
O 0.429208 -1.421502 0.502864

Cartesian forces, eV/Å:
S 0.731 -1.371 -1.004
S 0.446 0.414 0.744
H -1.005 0.579 0.560
H -0.151 0.374 -0.295
H 0.378 -1.236 -0.141
H -0.944 -0.775 -0.237
O 0.537 2.031 0.351
H 0.932 -1.023 -2.140
H -0.304 0.231 0.639
O -0.431 0.640 1.613
H -1.770 3.187 1.494
H 0.041 -0.100 0.160
O 1.683 -3.046 -1.632
H 2.956 -0.147 -1.071
H -1.014 -1.408 -0.235
O -2.096 1.535 1.183
H 0.475 -2.476 0.462
H -2.364 0.286 1.069
O 1.890 2.198 -1.588
H 1.039 -0.324 -0.629
H 1.802 -1.235 -1.014
O -2.832 1.668 1.710

Mulliken atomic charge list, values in e, 5 entries: -0.21, -0.15, 0.18, 0.17, 0.32